(1)
Computed, not measured: one molecule with the formula C5H7N at a distorted geometry, with ωB97M-V/def2-TZVPD.

Element x y z (Å)
C1 -0.05755 0.06782 2.44788
C2 -0.58587 0.05270 1.39119
C3 -1.24804 0.11239 0.13140
N1 -0.36445 0.16288 -1.04455
C4 0.91319 0.63116 -1.03929
C5 0.64310 -0.90726 -1.13389
H1 0.50756 0.09755 3.42628
H2 -2.04165 -0.69099 0.09697
H3 -1.84143 1.09543 0.13070
H4 1.21781 1.24048 -1.91036
H5 1.45176 0.86894 -0.10951
H6 0.60997 -1.28832 -2.13819
H7 0.79560 -1.44277 -0.24862

Values from the calculation:
energy relative to the best compared isomer or geometry (same formula, charge and spin)	3.897	eV
structure (SMILES)	C#CCN1CC1
LUMO	1.11	eV
HOMO-LUMO gap	10.333	eV



(2)
Computed, not measured: a 3-piece molecular cluster, C4H12NS overall at a distorted geometry, with ωB97M-V/def2-TZVPD.

Element x y z (Å)
C1 2.78815 -0.46485 -1.23823
C2 1.84291 -0.95820 -0.19645
C3 2.16386 -1.66026 0.87423
C4 -1.20799 0.66654 -0.78956
S1 -0.61754 0.42973 -2.27962
N1 -3.56052 1.43855 2.39222
H1 2.90492 0.60026 -1.06495
H2 2.45673 -0.57861 -2.26828
H3 3.77247 -0.88857 -1.10318
H4 0.78968 -0.76731 -0.33176
H5 1.50781 -1.73472 1.72685
H6 3.14933 -2.09190 0.97161
H7 -2.10515 0.09210 -0.58220
H8 -1.22330 1.71866 -0.51290
H9 -1.40421 -0.64543 -2.49461
H10 -3.52449 2.28198 2.95633
H11 -4.41941 0.93050 2.49981
H12 -3.31324 1.63154 1.44066

Values from the calculation:
energy relative to the best compared isomer or geometry (same formula, charge and spin)	4.473	eV
LUMO	-7.72	eV
charge	+1
HOMO-LUMO gap	5.103	eV



(3)
Computed, not measured: an isolated ion of composition C2H6N3OS and charge +1 at a distorted geometry, with ωB97M-V/def2-TZVPD.

Element x y z (Å)
C1 1.15101 -0.40616 0.12223
C2 -1.53050 0.48510 0.42353
N1 0.22271 -1.18428 -0.27143
N2 -0.40806 1.01066 1.03745
N3 2.45001 -0.24343 0.11907
O1 -1.70615 0.92998 -0.81729
S1 -1.38566 -1.46193 0.13241
H1 -2.35687 0.38587 1.16043
H2 0.47099 -2.13965 -0.71300
H3 -0.09731 1.76714 0.29101
H4 3.09176 -0.66155 -0.60814
H5 2.65115 0.73888 0.31648
H6 -2.55308 0.77937 -1.19276

Values from the calculation:
energy relative to the best compared isomer or geometry (same formula, charge and spin)	5.368	eV
LUMO	-5.87	eV
charge	+1
HOMO-LUMO gap	7.709	eV



(4)
Computed, not measured: a 3-piece molecular cluster, C21H54BN3O15P3 overall at a distorted geometry, with ωB97M-V/def2-TZVPD.

Element x y z (Å)
C1 1.43678 -0.13134 1.94829
C2 2.49893 0.85696 1.38456
C3 2.32846 1.06260 -0.13416
C4 1.62623 2.36368 -0.53520
C5 0.31714 2.64292 0.22977
C6 -0.91659 2.43305 -0.62546
C7 -0.98262 1.04082 -1.28264
O1 -1.94042 0.18956 -0.65879
C8 -3.30183 0.64163 -0.78049
C9 -3.77652 0.13334 -2.17100
C10 -3.63862 -1.38518 -2.34694
N1 -4.88360 -2.11184 -1.99643
C11 -4.10624 -0.13718 0.26650
C12 -4.11223 0.39903 1.71365
O2 -5.46340 0.35556 2.19675
C13 -3.28166 -0.48090 2.66378
N2 -3.71356 -1.87449 2.74400
C14 -3.40624 2.19554 -0.61985
P1 -3.73992 3.23884 -2.09592
O3 -3.82999 4.64122 -1.69598
O4 -2.63660 3.03806 -3.22528
O5 -5.12353 2.80924 -2.77515
N3 -2.17896 2.60016 0.14677
B1 -2.29497 3.98241 0.84975
O6 -2.81582 4.00451 2.11947
O7 -1.84248 5.04570 0.20227
C15 -2.51420 6.30403 0.44443
H1 1.84685 -0.79389 2.70977
H2 0.98891 -0.75088 1.16940
H3 0.62137 0.41842 2.43151
H4 2.33327 1.79994 1.90799
H5 3.46426 0.42367 1.62787
H6 1.88287 0.16779 -0.57043
H7 3.32794 1.10985 -0.57081
H8 1.45966 2.33696 -1.61635
H9 2.32703 3.17893 -0.36417
H10 0.38975 3.67293 0.58763
H11 0.23630 2.01812 1.12510
H12 -0.88503 3.16149 -1.43679
H13 -0.02684 0.53304 -1.20292
H14 -1.18773 1.10762 -2.35342
H15 -4.84820 0.32669 -2.22234
H16 -3.23048 0.61260 -2.97978
H17 -3.49242 -1.54881 -3.41522
H18 -2.75749 -1.80126 -1.85685
H19 -4.92613 -2.91530 -2.61442
H20 -4.76234 -2.53225 -1.08041
H21 -5.12314 -0.23599 -0.11678
H22 -3.71470 -1.15374 0.29997
H23 -3.83550 1.44911 1.82502
H24 -5.92295 -0.39784 1.81654
H25 -3.43961 -0.03862 3.65108
H26 -2.21402 -0.41816 2.43760
H27 -4.58765 -2.04791 2.26366
H28 -3.04063 -2.48422 2.29577
H29 -4.25714 2.39011 0.04055
H30 -3.08975 2.99266 -4.08250
H31 -5.71501 2.45777 -2.09459
H32 -2.10429 1.94757 0.93554
H33 -2.08973 4.15680 2.73980
H34 -2.12514 6.73366 1.36599
H35 -2.28652 6.98787 -0.36566
H36 -3.58869 6.16570 0.49547
C16 4.44668 2.43258 -5.31748
O8 4.21273 1.05003 -5.62258
P2 4.55939 0.02264 -4.42981
O9 4.11599 0.60649 -3.16078
O10 6.17968 0.12322 -4.63609
C17 6.76392 0.17127 -5.94323
O11 4.57310 -1.56352 -4.17174
C18 5.07756 -2.46887 -5.17410
H37 4.51011 2.94924 -6.27272
H38 3.61754 2.83668 -4.74174
H39 5.37916 2.56219 -4.77069
H40 7.12265 1.18115 -6.14330
H41 6.06168 -0.11162 -6.72556
H42 7.60877 -0.51517 -5.96244
H43 6.16434 -2.50774 -5.11753
H44 4.77000 -2.17888 -6.17776
H45 4.67513 -3.45423 -4.95770
C19 2.63375 -5.67441 2.94347
O12 1.64933 -5.33409 3.92957
P3 1.99185 -4.01014 4.80583
O13 2.57109 -3.02471 3.88571
O14 3.11279 -4.78679 5.71763
C20 2.87749 -6.11049 6.21237
O15 1.48824 -3.10413 6.05083
C21 0.95377 -3.71495 7.24164
H46 2.46382 -6.72001 2.69368
H47 2.50407 -5.06316 2.05382
H48 3.64186 -5.55260 3.33605
H49 3.48696 -6.82054 5.65306
H50 1.83296 -6.40753 6.13171
H51 3.17187 -6.13824 7.26035
H52 1.77077 -4.04051 7.88421
H53 0.30607 -4.55977 7.01229
H54 0.37022 -2.96170 7.76345

Values from the calculation:
energy relative to the best compared isomer or geometry (same formula, charge and spin)	0.000	eV
LUMO	-2.15	eV
charge	+1
HOMO-LUMO gap	9.634	eV



(5)
Computed, not measured: one molecule with the formula C3H11N3OS at a distorted geometry, with ωB97M-V/def2-TZVPD.

Element x y z (Å)
C1 -0.42170 0.40738 2.79951
N1 -0.38429 -0.65919 1.88699
S1 -1.23430 -0.08738 0.19078
N2 -2.02121 -1.46453 -0.36062
O1 -2.14473 1.02440 0.26205
N3 -0.27398 0.14851 -1.18794
C2 0.30119 1.47475 -1.22670
C3 0.68137 -0.91849 -1.37180
H1 0.36313 1.17051 2.64988
H2 -0.23258 -0.08297 3.76009
H3 -1.39496 0.91333 2.86840
H4 -2.85046 -1.21067 -0.87550
H5 -2.22943 -2.07807 0.41022
H6 1.13933 1.58678 -0.52902
H7 0.65250 1.67865 -2.23848
H8 -0.48148 2.18395 -0.96645
H9 0.13782 -1.85842 -1.33692
H10 1.15288 -0.80367 -2.34759
H11 1.45037 -0.92001 -0.59300

Values from the calculation:
energy relative to the best compared isomer or geometry (same formula, charge and spin)	4.356	eV
structure (SMILES)	CN=[S@@](N)(=O)N(C)C
LUMO	0.62	eV
HOMO-LUMO gap	8.425	eV



(6)
Computed, not measured: an isolated ion of composition C4H7N2O and charge +1 at a distorted geometry, with ωB97M-V/def2-TZVPD.

Element x y z (Å)
C1 -2.73576 -0.50939 2.24622
C2 -1.68838 -0.42359 1.65844
C3 -0.11310 -0.46809 0.76394
N1 0.93450 -1.06957 1.22547
N2 -0.31458 -0.00663 -0.47404
O1 0.91880 -0.10800 -1.12491
C4 1.23482 1.02307 -1.97452
H1 -3.81788 -0.39486 2.29501
H2 1.07272 -0.96400 2.18848
H3 1.68536 -1.13416 0.45749
H4 -1.28052 0.01047 -0.89580
H5 2.36339 1.07253 -2.03198
H6 0.95142 2.06699 -1.42114
H7 0.78922 0.90523 -2.91265

Values from the calculation:
energy relative to the best compared isomer or geometry (same formula, charge and spin)	6.450	eV
structure (SMILES)	C#CC(=[NH2+])NOC
LUMO	-4.18	eV
charge	+1
HOMO-LUMO gap	10.852	eV